#one
Below is a structure of composition C12H13NS, with properties calculated with ωB97M-V/def2-TZVPD.

The geometry in XYZ format:
```
27
Properties=species:S:1:pos:R:3:nbo_charge:R:1
C 1.54 -1.31 -0.13 0.106
C 1.70 -0.75 1.30 -0.477
C 2.29 0.66 1.30 -0.421
C 1.58 1.92 0.55 -0.494
C 1.58 1.67 -0.90 -0.106
C 1.94 1.25 -2.03 -0.222
C -0.95 -0.91 -0.26 0.123
C -1.13 0.45 -0.66 -0.197
C -2.58 0.86 -0.62 -0.211
C -3.62 0.14 -0.27 -0.192
C -3.35 -1.15 0.07 -0.216
C -2.11 -1.68 0.06 -0.223
H 0.49 -0.88 1.98 0.222
H 2.59 -1.70 1.83 0.286
H 3.42 0.75 0.94 0.235
H 2.24 0.93 2.35 0.214
H 2.22 2.84 1.05 0.267
H 0.40 1.87 0.95 0.234
H 2.49 0.93 -3.10 0.301
H 0.36 -1.77 -1.70 0.420
H -0.39 1.25 -0.90 0.257
H -2.83 1.81 -0.98 0.203
H -4.80 0.36 -0.46 0.221
H -4.15 -1.49 0.64 0.211
H -2.05 -2.65 0.46 0.223
N 0.26 -1.53 -0.67 -0.630
S 2.89 -1.87 -0.83 -0.133
```

Results
E_LUMO   0.01433 Eh
Gap between HOMO and LUMO   8.5876 eV

#two
Below is an isolated molecule of C12H13NS, with properties calculated with ωB97M-V/def2-TZVPD.

The geometry in XYZ format:
```
27
Properties=species:S:1:pos:R:3:nbo_charge:R:1
C -0.64 1.54 -1.29 -0.633
C 0.76 1.31 -0.80 0.038
C 1.65 2.33 -1.16 -0.263
C 2.97 2.30 -0.67 0.032
N 3.35 1.34 0.18 -0.434
C 2.41 0.49 0.64 0.039
C 1.10 0.39 0.17 -0.085
C 0.11 -0.72 0.77 -0.202
S 0.69 -1.38 2.41 -0.004
C -1.29 -0.23 1.10 -0.215
C -2.38 -0.94 0.94 -0.169
C -2.42 -2.09 -0.05 -0.483
C -1.04 -2.48 -0.43 -0.131
C 0.10 -1.89 -0.10 -0.227
H -0.87 0.66 -1.77 0.220
H -1.41 1.58 -0.60 0.231
H -0.67 2.30 -1.97 0.209
H 1.17 3.03 -1.86 0.217
H 3.88 2.95 -0.82 0.214
H 2.71 -0.26 1.47 0.213
H 0.56 -0.27 3.15 0.122
H -1.30 0.79 1.66 0.221
H -3.44 -0.58 1.36 0.215
H -3.01 -2.86 0.41 0.232
H -2.92 -1.74 -1.10 0.223
H -1.02 -3.39 -1.15 0.208
H 0.95 -2.18 -0.49 0.211
```

Results
E_LUMO   0.02522 Eh
Gap between HOMO and LUMO   9.4095 eV
SMILES   Cc1ccncc1C1(S)C=CCC=C1

Q: What are the energies relative to the best structure? A: #one 111.2; #two 0.0, in kcal/mol.

#one
Below is a cluster of 2 separate species, C2H5BrSi in total, with properties calculated with ωB97M-V/def2-TZVPD.

The geometry in XYZ format:
```
9
Properties=species:S:1:pos:R:3:nbo_charge:R:1
C 0.12 0.10 0.81 -0.819
C -0.11 0.88 -0.56 -0.818
Si -1.33 -0.52 -0.14 1.054
Br -3.41 0.16 0.30 -0.285
H 0.90 -0.55 0.84 0.228
H 0.07 0.74 1.65 0.237
H -0.37 1.88 -0.22 0.234
H 0.64 0.81 -1.31 0.232
H -0.44 -2.62 -1.63 -0.064
```

Results
E_LUMO (alpha / beta)   -0.06448 / -0.04246 Eh
Gap between HOMO and LUMO (alpha / beta)   7.5259 / 7.7435 eV

#two
Below is an isolated molecule of C2H5BrSi, with properties calculated with ωB97M-V/def2-TZVPD.

The geometry in XYZ format:
```
9
Properties=species:S:1:pos:R:3:nbo_charge:R:1
C -0.22 -1.40 -1.08 -0.323
C -0.62 -0.13 0.07 -0.593
Si 0.67 1.13 0.66 0.874
Br -2.36 -0.29 0.82 0.101
H -1.12 -1.96 -1.32 0.183
H 0.65 -1.43 -1.78 0.204
H 0.23 1.05 2.10 -0.146
H 2.06 0.63 0.59 -0.152
H 0.70 2.38 -0.07 -0.147
```

Results
E_LUMO (alpha / beta)   -0.01261 / -0.00448 Eh
Gap between HOMO and LUMO (alpha / beta)   8.6821 / 8.4974 eV
SMILES   C=C([SiH3])Br

#three
Below is an isolated molecule of C2H5BrSi, with properties calculated with ωB97M-V/def2-TZVPD.

The geometry in XYZ format:
```
9
Properties=species:S:1:pos:R:3:nbo_charge:R:1
Br 2.89 -0.08 0.12 -0.279
Si 0.82 0.71 0.03 1.082
C -0.58 -0.21 0.84 -0.834
C -0.53 -0.37 -0.76 -0.797
H 0.76 2.23 -0.38 -0.117
H -1.60 0.02 1.41 0.251
H -0.27 -1.15 1.17 0.232
H -0.30 -1.35 -1.03 0.229
H -1.19 0.21 -1.39 0.233
```

Results
E_LUMO   0.02571 Eh
Gap between HOMO and LUMO   9.9137 eV
SMILES   Br[SiH]1CC1

Q: What are the energies relative to the best structure? A: #one 75.6; #two 84.4; #three 0.0, in kcal/mol.

#one
Below is an isolated molecule of C22H21N3O4S, with properties calculated with ωB97M-V/def2-TZVPD.

The geometry in XYZ format:
```
51
Properties=species:S:1:pos:R:3:nbo_charge:R:1
O 0.93 3.11 -1.25 -0.599
C 0.72 3.01 -0.07 0.796
O -0.46 3.21 0.49 -0.706
C 1.75 2.58 0.95 -0.506
C 1.53 1.10 1.31 -0.430
C 2.01 0.13 0.26 -0.071
C 1.22 -0.69 -0.44 -0.116
C -0.24 -0.72 -0.42 -0.130
C -0.92 -1.91 -0.11 -0.132
C -2.29 -1.95 -0.03 -0.272
C -3.09 -0.80 -0.27 0.229
N -4.41 -0.82 0.02 -0.379
C -5.24 0.35 0.22 -0.216
C -6.39 -0.14 1.09 -0.406
C -6.55 -1.58 0.62 -0.406
C -5.10 -2.03 0.44 -0.212
C -2.40 0.34 -0.75 -0.002
N -3.06 1.44 -1.34 0.518
O -2.55 2.55 -1.23 -0.438
O -4.07 1.24 -1.99 -0.377
C -1.01 0.37 -0.78 -0.157
C 3.44 -0.02 0.10 0.113
N 4.00 -0.73 -0.81 -0.427
C 5.36 -0.72 -0.73 0.072
C 6.23 -1.40 -1.58 -0.187
C 7.59 -1.29 -1.36 -0.217
C 8.09 -0.52 -0.31 -0.210
C 7.25 0.16 0.54 -0.246
C 5.88 0.06 0.33 -0.139
S 4.58 0.78 1.22 0.326
H -1.17 3.31 -0.18 0.522
H 1.63 3.19 1.84 0.233
H 2.75 2.74 0.54 0.234
H 0.47 0.94 1.50 0.239
H 2.08 0.90 2.23 0.224
H 1.70 -1.43 -1.07 0.233
H -0.35 -2.80 0.10 0.220
H -2.77 -2.88 0.24 0.222
H -4.67 1.15 0.69 0.203
H -5.61 0.72 -0.75 0.223
H -7.29 0.45 0.95 0.223
H -6.11 -0.12 2.14 0.203
H -7.09 -2.21 1.32 0.221
H -7.07 -1.61 -0.34 0.209
H -4.99 -2.81 -0.31 0.206
H -4.69 -2.39 1.40 0.188
H -0.53 1.24 -1.19 0.251
H 5.83 -1.99 -2.38 0.225
H 8.27 -1.81 -2.01 0.216
H 9.16 -0.46 -0.17 0.215
H 7.63 0.76 1.35 0.218
```

Results
E_LUMO   -0.01381 Eh
Gap between HOMO and LUMO   7.5829 eV
SMILES   O=C(O)CC/C(=C\c1ccc(N2CCCC2)c([N+](=O)[O-])c1)c1nc2ccccc2s1

#two
Below is an isolated molecule of C22H21N3O4S, with properties calculated with ωB97M-V/def2-TZVPD.

The geometry in XYZ format:
```
51
Properties=species:S:1:pos:R:3:nbo_charge:R:1
C 6.58 3.01 -0.23 -0.253
O 5.46 2.16 -0.26 -0.516
C 5.59 0.88 0.19 0.403
C 6.77 0.34 0.68 -0.320
C 6.81 -0.97 1.12 -0.178
C 5.68 -1.77 1.08 -0.242
C 4.50 -1.24 0.60 -0.143
C 4.43 0.08 0.15 -0.182
C 3.19 0.62 -0.36 0.049
N 2.15 -0.10 -0.47 -0.226
N 1.02 0.45 -0.94 -0.421
C -0.20 -0.15 -1.07 0.667
O -1.14 0.60 -1.34 -0.644
C -0.34 -1.60 -0.84 -0.249
C 0.75 -2.48 -0.92 -0.133
C 0.60 -3.81 -0.62 -0.265
C -0.64 -4.31 -0.23 -0.141
C -1.73 -3.48 -0.19 -0.283
C -1.61 -2.13 -0.53 0.310
N -2.74 -1.35 -0.56 -0.888
S -3.99 -1.57 0.56 2.292
O -3.42 -1.75 1.86 -0.933
O -4.88 -2.58 0.07 -0.933
C -4.76 0.04 0.44 -0.283
C -4.31 1.06 1.25 -0.195
C -4.88 2.32 1.12 -0.208
C -5.88 2.55 0.19 0.017
C -6.48 3.92 0.03 -0.632
C -6.32 1.50 -0.62 -0.221
C -5.75 0.24 -0.50 -0.180
H 7.39 2.62 -0.86 0.179
H 6.95 3.15 0.79 0.179
H 6.24 3.96 -0.64 0.202
H 7.67 0.94 0.73 0.218
H 7.74 -1.37 1.50 0.215
H 5.72 -2.79 1.43 0.217
H 3.60 -1.83 0.57 0.230
H 3.19 1.68 -0.63 0.177
H 1.01 1.46 -1.13 0.377
H 1.71 -2.10 -1.22 0.236
H 1.45 -4.47 -0.69 0.214
H -0.75 -5.35 0.02 0.215
H -2.71 -3.84 0.08 0.236
H -2.54 -0.38 -0.83 0.454
H -3.54 0.85 1.97 0.242
H -4.54 3.13 1.75 0.215
H -7.53 3.85 -0.24 0.221
H -5.95 4.46 -0.75 0.227
H -6.39 4.49 0.95 0.219
H -7.10 1.67 -1.34 0.216
H -6.08 -0.59 -1.10 0.242
```

Results
E_LUMO   0.00174 Eh
Gap between HOMO and LUMO   8.2826 eV
SMILES   COc1ccccc1/C=N/NC(=O)c1ccccc1NS(=O)(=O)c1ccc(C)cc1

Q: What are the energies relative to the best structure? A: #one 17.9; #two 0.0, in kcal/mol.

#one
Below is a cluster of 7 separate species, C4H24N2O6 in total, with properties calculated with ωB97M-V/def2-TZVPD.

The geometry in XYZ format:
```
36
Properties=species:S:1:pos:R:3:nbo_charge:R:1
C 3.85 -2.16 -2.06 -0.419
N 2.56 -1.72 -1.49 -0.642
C 2.35 -0.26 -1.60 -0.210
C 1.10 0.10 -0.79 -0.432
C -0.17 0.11 -1.61 -0.248
N -1.28 -0.36 -0.76 -0.847
H 3.76 -2.97 -2.77 0.196
H 4.45 -2.51 -1.23 0.191
H 4.37 -1.35 -2.59 0.176
H 1.81 -2.18 -1.99 0.374
H 2.12 0.07 -2.62 0.160
H 3.31 0.18 -1.36 0.193
H 0.92 -0.62 0.02 0.207
H 1.26 1.05 -0.26 0.202
H -0.36 1.07 -2.12 0.174
H -0.25 -0.50 -2.51 0.214
H -1.24 0.03 0.17 0.331
H -2.13 -0.03 -1.19 0.378
O -0.05 2.22 4.58 -0.924
H -0.52 1.39 4.46 0.476
H -0.23 2.54 3.69 0.446
O -3.01 3.03 1.76 -0.932
H -2.56 3.39 0.99 0.458
H -2.42 3.14 2.51 0.474
O -0.33 -2.82 -2.38 -0.963
H -0.42 -2.38 -1.52 0.488
H -1.06 -3.45 -2.36 0.474
O -0.82 0.60 2.65 -0.963
H -0.74 1.16 1.86 0.473
H -0.59 -0.24 2.22 0.489
O -0.89 -1.91 4.10 -0.932
H -1.59 -1.25 4.17 0.470
H -0.10 -1.35 4.06 0.465
O -3.50 2.34 -1.29 -0.938
H -4.09 2.55 -2.02 0.476
H -3.52 3.11 -0.72 0.464
```

Results
E_LUMO   -0.00297 Eh
Gap between HOMO and LUMO   8.5526 eV
SMILES   CNCCCN.O.O.O.O.O.O

#two
Below is a cluster of 7 separate species, C4H24N2O6 in total, with properties calculated with ωB97M-V/def2-TZVPD.

The geometry in XYZ format:
```
36
Properties=species:S:1:pos:R:3:nbo_charge:R:1
C -0.11 -2.19 1.32 -0.430
N -0.23 -2.09 -0.15 -0.679
C -0.54 -0.78 -0.73 -0.221
C -2.06 -0.47 -0.80 -0.426
C -2.54 0.44 0.30 -0.233
N -1.94 1.76 0.34 -0.801
H -1.14 -2.27 1.73 0.173
H 0.37 -3.09 1.70 0.205
H 0.47 -1.29 1.74 0.214
H -0.71 -2.84 -0.55 0.359
H -0.27 -0.96 -1.80 0.187
H 0.19 -0.03 -0.27 0.196
H -2.64 -1.53 -0.66 0.205
H -2.12 0.03 -1.77 0.196
H -2.39 -0.18 1.22 0.213
H -3.63 0.64 0.12 0.183
H -1.10 1.65 0.71 0.341
H -1.81 2.21 -0.56 0.323
O 2.81 -2.13 -0.43 -0.975
H 2.95 -1.96 -1.36 0.473
H 1.87 -1.97 -0.25 0.486
O 0.45 3.29 -0.99 -0.935
H -0.45 3.15 -1.18 0.457
H 0.71 3.90 -1.74 0.478
O 1.55 2.84 3.15 -0.906
H 2.51 2.73 2.83 0.471
H 1.21 3.00 2.41 0.443
O -0.67 0.75 3.27 -0.973
H 0.05 1.34 2.97 0.485
H -0.60 0.64 4.27 0.483
O 1.50 -1.93 -2.92 -0.954
H 1.19 -2.81 -2.63 0.482
H 0.75 -1.48 -3.27 0.479
O 1.98 0.70 -2.44 -0.922
H 2.40 -0.05 -2.08 0.463
H 2.01 0.98 -1.51 0.459
```

Results
E_LUMO   0.00937 Eh
Gap between HOMO and LUMO   8.8478 eV
SMILES   CNCCCN.O.O.O.O.O.O

Q: What are the energies relative to the best structure? A: #one 0.0; #two 39.0, in kcal/mol.

#one
Below is a cluster of 6 separate species, C6H20O7 in total, with properties calculated with ωB97M-V/def2-TZVPD.

The geometry in XYZ format:
```
33
Properties=species:S:1:pos:R:3:nbo_charge:R:1
C 1.70 1.18 3.58 -0.412
C 1.05 1.66 2.52 0.034
C 1.63 2.75 1.68 -0.659
C -0.32 1.12 2.16 -0.427
C -0.20 -0.06 1.14 -0.522
C -0.12 0.49 -0.25 0.835
O 0.86 0.63 -0.94 -0.647
O -1.30 0.80 -0.86 -0.685
H 2.65 1.57 3.90 0.201
H 1.23 0.38 4.15 0.191
H 2.48 3.17 2.22 0.215
H 2.04 2.40 0.73 0.235
H 0.95 3.58 1.48 0.215
H -0.95 1.89 1.72 0.211
H -0.74 0.74 3.10 0.224
H -1.04 -0.73 1.25 0.245
H 0.78 -0.51 1.25 0.246
H -2.01 0.71 -0.23 0.496
O 2.74 -1.26 -1.80 -0.987
H 1.94 -0.86 -1.41 0.503
H 3.39 -0.57 -1.66 0.479
O -4.09 -0.08 -0.51 -0.982
H -4.16 0.76 -0.98 0.467
H -3.73 -0.73 -1.14 0.504
O -0.35 -2.19 -1.10 -1.006
H 0.09 -3.01 -0.83 0.478
H -0.02 -2.14 -2.04 0.502
O 0.90 -2.02 -3.49 -0.964
H 1.82 -2.19 -3.23 0.512
H 0.85 -1.07 -3.64 0.488
O -2.99 -1.84 -2.36 -0.964
H -2.94 -2.79 -2.53 0.479
H -2.13 -1.78 -1.90 0.497
```

Results
E_LUMO   0.01713 Eh
Gap between HOMO and LUMO   10.0534 eV
SMILES   C=C(C)CCC(=O)O.O.O.O.O.O

#two
Below is a cluster of 4 separate species, C6H20O7 in total, with properties calculated with ωB97M-V/def2-TZVPD.

The geometry in XYZ format:
```
33
Properties=species:S:1:pos:R:3:nbo_charge:R:1
O 5.06 -12.43 0.46 -0.748
C 6.09 -13.38 0.32 -0.101
C 7.07 -13.02 -0.76 -0.094
O 8.02 -12.05 -0.45 -0.715
H 5.51 -11.67 0.81 0.484
H 6.69 -13.45 1.29 0.168
H 5.64 -14.30 0.15 0.186
H 6.53 -12.70 -1.66 0.155
H 7.70 -13.87 -1.02 0.181
H 7.61 -11.46 0.18 0.473
O 3.67 -15.01 -4.47 -0.725
C 4.07 -14.55 -3.18 -0.099
C 2.87 -13.87 -2.48 -0.084
O 3.08 -12.57 -1.93 -0.753
H 4.13 -14.57 -5.18 0.478
H 4.50 -15.36 -2.64 0.169
H 4.89 -13.80 -3.20 0.168
H 2.57 -14.54 -1.66 0.161
H 2.00 -13.74 -3.20 0.204
H 3.77 -12.58 -1.29 0.483
O 5.66 -8.06 2.77 -0.720
C 5.60 -8.00 1.34 -0.111
C 6.81 -8.89 0.77 -0.105
O 6.75 -10.11 1.52 -0.780
H 6.43 -7.49 3.01 0.476
H 4.61 -8.32 1.03 0.211
H 5.72 -7.01 0.88 0.177
H 7.79 -8.42 0.95 0.171
H 6.67 -9.12 -0.33 0.200
H 6.25 -9.85 2.29 0.500
O 3.79 -10.05 -1.01 -0.954
H 4.43 -10.49 -0.45 0.453
H 3.35 -10.82 -1.40 0.490
```

Results
E_LUMO   0.01816 Eh
Gap between HOMO and LUMO   10.6063 eV
SMILES   OCCO.OCCO.OCCO.O

Q: What are the energies relative to the best structure? A: #one 0.0; #two 62.7, in kcal/mol.

#one
Below is a cluster of 2 separate species, CH2IN2PS in total, with properties calculated with ωB97M-V/def2-TZVPD.

The geometry in XYZ format:
```
8
Properties=species:S:1:pos:R:3:nbo_charge:R:1
H 3.02 1.02 -0.63 -0.068
P 2.33 1.50 0.50 0.717
N 1.06 1.87 -0.36 -0.585
N -0.01 2.40 0.11 -0.290
C -1.13 2.79 -0.11 0.211
S -2.54 3.44 -0.05 0.018
I -2.83 -0.54 0.06 -0.094
H -2.85 -2.00 0.64 0.092
```

Results
E_LUMO   -0.04734 Eh
Gap between HOMO and LUMO   7.5027 eV
SMILES   [H]/P=N/N=C=S.I

#two
Below is an isolated molecule of CH2IN2PS, with properties calculated with ωB97M-V/def2-TZVPD.

The geometry in XYZ format:
```
8
Properties=species:S:1:pos:R:3:nbo_charge:R:1
P 1.44 1.17 -0.18 0.529
N 0.59 0.36 1.00 -0.364
N -0.45 -0.26 0.99 -0.138
C -1.34 -0.75 0.03 -0.209
S -1.39 -2.28 -0.46 0.092
I -2.85 0.76 -0.38 0.142
H 1.34 0.33 -1.30 -0.042
H 2.66 0.68 0.29 -0.009
```

Results
E_LUMO   -0.03380 Eh
Gap between HOMO and LUMO   7.8895 eV
SMILES   P/N=N\C(=S)I

Q: What are the energies relative to the best structure? A: #one 0.0; #two 6.4, in kcal/mol.